[1]
This record from OMol25 describes a molecular structure, C8H12AsF12NO7Pt. The level of theory is ωB97M-V with the def2-TZVPD basis set.

ORCA input file:
```
! RIJCOSX wB97M-V def2-TZVPD def2/J DEFGRID3
* xyz -2 3
H -1.66 1.73 2.63
O 0.45 -3.01 2.65
C 1.80 2.32 0.92
C -3.27 0.52 -1.53
H -1.52 0.21 -3.23
C 0.45 1.69 2.82
O 0.23 -2.26 0.72
O 0.05 -0.62 -2.22
H -3.29 1.28 -2.32
F 5.00 -1.65 -0.69
O 2.35 1.38 0.00
H 0.58 2.67 3.28
F 3.84 -2.60 -2.84
H -2.92 1.84 -0.04
Pt 1.02 -0.31 -0.24
O 0.79 1.48 1.49
C -0.92 1.09 3.11
F -2.62 -2.60 -2.06
H -3.92 -0.31 -1.80
F 2.46 -4.03 -1.31
C -2.11 -1.85 -3.04
F 2.53 -1.61 -0.76
F 0.76 4.29 1.73
F 1.92 4.65 0.07
H -3.66 0.26 0.47
C -1.34 -0.57 -2.50
H 2.48 2.58 1.74
H -1.15 0.96 4.17
F -1.34 -2.67 -3.82
F 4.99 -4.23 -1.19
C -3.69 1.09 -0.23
F 3.74 -3.34 0.71
H -1.05 0.11 2.64
C 1.15 3.73 0.56
As 3.77 -2.90 -1.09
H 1.16 1.06 3.37
F -3.15 -1.49 -3.83
O -1.97 -0.09 -1.31
H -4.65 1.59 -0.38
O 1.86 -1.64 1.81
N 0.84 -2.32 1.74
F 0.00 3.59 -0.18
*
```

## Properties
- Highest occupied orbital energy (spin up / spin down): -0.0809 / -0.0864 hartree
- LUMO (spin up / spin down): 0.1722 / 0.1722 hartree
- Gap between HOMO and LUMO (spin up / spin down): 0.253 / 0.259 Ha
- F_max: 6.25 eV/A
- Expectation value of S²: 2.003
- Molar mass: 732.160 g/mol

[2]
This record from OMol25 describes 8 unconnected molecules or ions with the total composition C44H105N9O8. The level of theory is ωB97M-V with the def2-TZVPD basis set.

ORCA input file:
```
! RIJCOSX wB97M-V def2-TZVPD def2/J DEFGRID3
* xyz 0 1
H -0.13 -5.02 5.39
H 4.79 0.69 6.23
H -3.95 -3.63 9.56
H -4.64 -5.37 -12.77
C -7.67 -0.27 -0.85
H -5.38 7.98 4.65
C 1.36 1.09 -0.14
H -2.66 -8.35 6.84
C 13.21 4.57 2.63
H -2.45 -3.49 -9.31
H -4.68 -5.41 4.93
H 14.91 5.56 1.62
C -9.96 0.62 -1.31
H 1.50 3.25 -0.10
H 10.49 4.55 -1.13
H -2.31 -3.97 9.91
C 12.40 7.75 2.33
N 7.89 -5.90 -5.03
H 2.55 1.07 -1.94
H 11.92 7.29 -1.05
H -0.05 -6.68 4.73
C -1.68 -7.88 6.74
H -4.54 10.51 2.04
H -10.73 -0.22 0.51
H -10.33 1.34 -2.04
H -6.07 10.80 2.80
H 5.33 -5.96 -5.34
H 10.96 3.08 -0.29
H 12.18 4.02 -1.17
C 9.85 -2.50 -6.52
O -3.59 -4.68 -10.35
C -3.39 -4.02 -9.14
C 5.77 -4.97 -5.40
H 14.29 6.23 3.10
H -3.39 -4.67 -8.26
H -11.94 -3.50 -2.38
C -2.65 -5.98 5.21
C -5.52 10.06 2.21
C -5.45 8.94 -0.10
N 1.87 -0.08 6.40
H 14.48 7.09 -0.32
C 10.24 5.04 1.52
O 9.13 -3.76 -6.61
C 7.18 -5.01 -5.91
H 7.55 -6.83 -5.23
H -5.35 11.71 0.19
H -7.03 -6.75 -11.39
H -7.41 0.07 -3.72
H 3.32 1.19 5.27
C -0.23 -6.08 5.62
H -6.96 -5.52 -12.70
H -4.96 -4.36 7.21
C -3.08 -5.04 8.05
H 12.52 4.80 3.45
H 10.81 -2.55 -7.04
H 9.36 5.27 0.92
H 10.06 4.14 2.11
H 8.09 -3.39 -4.80
O -5.57 8.84 2.97
N 3.82 0.65 5.96
C -3.98 -4.66 6.85
H -9.13 -3.66 -0.60
H -9.35 -2.12 0.35
O 0.68 2.63 1.68
H -1.22 -8.58 6.04
C -0.27 3.52 2.20
C -5.04 -5.94 -11.93
H 1.27 -0.12 -2.06
H 0.95 1.54 -2.25
H -8.07 1.63 -3.02
C -6.17 9.96 0.87
C -3.61 -6.21 8.91
H -10.83 -3.00 -3.66
N 0.57 0.02 0.54
H 0.05 3.58 3.24
H -5.31 -5.71 -9.85
H -5.65 -4.30 -10.85
C -4.93 -5.11 -10.68
H -4.45 -6.69 6.03
H -4.47 9.62 4.59
H -0.43 0.07 0.40
C -1.61 -6.33 6.30
H -0.23 4.53 1.81
H -12.07 -0.87 -2.10
H -11.86 0.66 -0.40
H -12.13 -1.71 -0.45
H 8.84 -5.90 -5.37
C -6.47 -6.39 -12.26
H -6.16 9.56 4.85
C 12.54 3.88 1.45
H 1.25 -0.72 6.87
C 14.25 7.66 0.59
H -6.47 -7.19 -13.01
N -9.29 -1.48 -2.37
H -0.11 2.68 -0.30
C -8.24 0.58 -3.21
H -2.24 -5.06 4.80
H 5.15 -4.38 -6.08
N -1.77 -5.28 7.41
C 1.53 0.85 -1.63
H 7.27 -2.93 -6.25
H -5.96 8.94 -1.05
H -4.42 9.24 -0.32
C -8.77 -0.15 -1.91
H -4.35 -7.69 -12.68
H -9.02 0.57 -3.98
H 0.77 -0.02 1.53
N -6.26 11.28 0.21
H 9.31 -1.65 -6.92
H 2.42 1.00 0.09
H -8.05 -0.27 0.18
H 13.06 8.41 2.89
H 11.76 7.13 2.95
N -4.24 -7.14 -11.84
C -5.35 9.03 4.34
H -3.28 -6.85 -11.75
H -4.66 -6.03 9.17
H -2.96 -6.23 9.78
H -7.03 -1.15 -0.80
H 13.30 3.65 0.70
H -8.44 -2.46 -3.68
H 10.10 -2.14 -5.52
H -3.62 -3.70 6.45
C -2.99 -3.77 9.07
O 3.61 -1.15 7.33
H -10.61 -3.18 0.36
H -6.80 11.96 0.73
H -3.64 -7.17 8.38
C -9.81 -2.85 -0.31
C 13.18 6.83 1.33
H -4.15 -3.26 -9.02
C 0.81 2.49 0.26
C -10.89 -3.33 -2.62
H -7.19 9.59 0.97
H 5.73 -4.48 -4.43
O 11.38 6.95 -0.33
H 12.08 2.93 1.75
H -2.69 -2.79 8.72
H -5.43 7.95 0.36
H -9.58 1.31 -0.56
C 7.93 -3.69 -5.83
C -11.02 -0.03 -0.52
C -4.05 -5.71 5.77
C 11.29 4.09 -0.55
H 7.10 -5.57 -6.85
C 11.59 4.85 0.71
H 13.91 8.62 0.22
C -11.53 -1.25 -1.23
C 13.99 5.81 2.14
C 3.17 -0.27 6.61
H -1.27 3.08 2.15
H 13.89 3.96 3.22
O -0.75 -5.42 8.34
H -1.17 -7.98 7.70
C -10.33 -2.23 -1.63
H 1.51 0.68 5.83
H 15.24 7.78 1.02
O -8.27 -2.39 -2.73
H 0.68 -6.34 6.15
H -0.24 -4.61 8.24
H 11.81 8.36 1.65
H 10.29 5.82 2.28
H -7.02 0.60 -0.92
H -10.45 -4.33 -2.56
H -2.70 -6.76 4.45
N 12.23 6.13 0.35
*
```

## Properties
- SMILES: CC1(C)CCCC(C)(C)N1O.CC1(C)CCCC(C)(C)N1O.CC1(C)CCCC(C)(C)N1O.COC[C@H](C)N.COC[C@H](C)N.COC[C@H](C)N.COC[C@H](C)N.NC(N)=O
- Highest occupied orbital energy: -0.2967 hartree
- LUMO: 0.0113 hartree
- Gap between HOMO and LUMO: 0.308 Ha
- F_max: 4.10 eV/A
- Molar mass: 888.379 g/mol

[3]
This record from OMol25 describes CHClNP in the gas phase. The level of theory is ωB97M-V with the def2-TZVPD basis set.

ORCA input file:
```
! RIJCOSX wB97M-V def2-TZVPD def2/J DEFGRID3
* xyz 0 1
C 0.30 -1.01 -0.15
H 1.11 1.10 0.25
Cl -1.97 1.30 0.27
N 0.40 -2.02 0.44
P 0.16 0.63 -0.80
*
```

## Properties
- SMILES: N#CPCl
- Highest occupied orbital energy: -0.4055 hartree
- LUMO: -0.0803 hartree
- Gap between HOMO and LUMO: 0.325 Ha
- F_max: 3.14 eV/A
- Molar mass: 93.453 g/mol

[4]
This record from OMol25 describes 5 unconnected molecules or ions with the total composition BrH8O4. The level of theory is ωB97M-V with the def2-TZVPD basis set.

ORCA input file:
```
! RIJCOSX wB97M-V def2-TZVPD def2/J DEFGRID3
* xyz -1 1
O 1.08 -2.33 -0.86
H 2.12 0.49 0.82
H -1.62 2.34 1.35
O -1.92 -1.77 -1.76
H -2.05 3.80 1.56
O -2.00 2.95 2.02
H -1.57 -1.09 -1.15
O 3.04 0.51 1.15
Br -0.41 0.58 0.24
H 0.89 -1.66 -0.18
H 3.57 0.62 0.35
H 0.22 -2.73 -1.02
H -1.34 -1.72 -2.53
*
```

## Properties
- Highest occupied orbital energy: -0.1894 hartree
- LUMO: 0.1375 hartree
- Gap between HOMO and LUMO: 0.327 Ha
- F_max: 0.45 eV/A
- Molar mass: 151.964 g/mol

[5]
This record from OMol25 describes C3H6N2S2 in the gas phase. The level of theory is ωB97M-V with the def2-TZVPD basis set.

ORCA input file:
```
! RIJCOSX wB97M-V def2-TZVPD def2/J DEFGRID3
* xyz 0 1
C -0.42 0.94 -0.19
N 2.10 0.69 -0.24
H -3.35 -0.49 -0.39
N 0.84 0.27 0.12
H 2.55 0.04 -0.87
C 0.33 -0.95 0.37
H -0.51 1.20 -1.18
S -2.23 -1.01 -0.94
H 2.65 0.63 0.64
H -0.52 1.78 0.54
H -1.44 -0.36 1.32
C -1.10 -0.38 0.29
S 1.10 -2.36 0.54
*
```

## Properties
- SMILES: NN1C[C@@H](S)C1=S
- Highest occupied orbital energy: -0.3185 hartree
- LUMO: 0.0187 hartree
- Gap between HOMO and LUMO: 0.337 Ha
- F_max: 4.41 eV/A
- Molar mass: 134.229 g/mol

[6]
This record from OMol25 describes a molecular structure, C48H48NOP3V. The level of theory is ωB97M-V with the def2-TZVPD basis set.

ORCA input file:
```
! RIJCOSX wB97M-V def2-TZVPD def2/J DEFGRID3
* xyz 2 4
C -3.15 -3.68 0.42
C 2.86 -1.93 -1.51
C 6.38 0.44 0.41
H 3.92 -1.54 2.82
H 3.15 2.51 0.78
H 2.92 -1.01 4.18
H 3.21 -5.27 -1.89
H -4.41 3.11 1.72
H 2.88 -1.01 -2.09
H -3.33 -1.00 0.93
H -3.78 -2.92 2.34
H 0.56 -1.44 5.62
C 1.45 1.87 4.23
H 2.13 3.56 5.34
C 0.01 -4.58 4.50
C 5.15 -0.19 0.36
C 2.67 -3.05 0.61
C -2.49 2.92 0.79
C 1.85 1.76 -3.90
C 3.99 0.56 0.50
C -0.06 -4.34 3.13
H -0.01 -2.84 1.60
H -0.10 -5.59 4.87
H -3.51 -5.78 0.43
H -2.68 -7.26 -1.45
C 6.46 1.81 0.59
H -4.68 -4.32 1.77
H -1.98 3.45 1.58
C -4.21 -3.40 1.46
H -1.33 0.05 4.96
H 5.36 3.63 0.86
C 0.29 -1.99 3.55
H -0.19 4.91 -0.24
C 0.10 3.34 -4.33
C -1.49 -2.92 -1.22
C 1.53 1.78 -2.55
H -0.22 -5.15 2.44
C 2.67 -1.88 -0.12
N 2.20 -0.41 2.30
C -1.78 2.44 -0.31
H -5.60 1.88 -0.06
C -1.99 -5.28 -1.00
H 1.49 4.40 0.07
H 2.87 -5.19 0.56
C -0.56 0.81 5.05
C -2.42 -1.35 0.46
C -0.89 -1.81 -2.05
C -0.63 1.74 6.07
C 3.32 -0.72 3.21
H -4.98 -2.74 1.04
H 3.97 0.15 3.35
P 0.57 -0.35 2.80
H 2.24 1.92 3.49
C 0.22 -3.54 5.39
C -2.46 1.74 -1.32
H -0.46 3.95 -5.03
C 3.05 -4.32 -1.40
C 2.86 -4.27 -0.03
C 0.06 -3.04 2.67
C -3.86 2.73 0.87
C 4.06 1.94 0.68
H -0.69 -4.43 -2.48
C 0.48 2.57 -2.09
H -1.04 3.99 -2.64
H 1.37 2.51 -5.84
H 2.66 1.14 -4.25
H 0.26 -3.73 6.45
H 0.28 4.26 1.36
H -0.47 -2.23 -2.96
H 0.31 3.43 7.01
P 0.04 2.51 -0.32
H 5.10 -1.27 0.21
C -3.83 1.55 -1.23
C -2.36 -2.65 -0.13
H 7.42 2.30 0.62
H -0.09 -1.27 -1.54
C -2.93 -4.98 0.00
C 0.44 4.18 0.28
H 2.53 -3.03 1.69
C -4.53 2.04 -0.14
C 3.05 -3.14 -2.14
O -1.42 -0.57 0.51
H 7.29 -0.15 0.31
H -1.10 -7.19 -0.68
P 2.35 -0.23 0.61
H -4.35 1.00 -2.01
C -0.23 3.37 -2.99
H -1.45 1.71 6.78
C -1.75 -6.69 -1.41
C 0.35 2.72 6.19
H 3.21 -3.17 -3.21
H 2.10 1.19 -1.84
C 0.50 0.85 4.15
H -1.91 1.37 -2.18
C 5.30 2.56 0.72
H -1.26 -6.74 -2.38
C 0.37 -2.24 4.92
V 0.00 0.28 0.57
H -1.67 -1.09 -2.33
C -1.32 -4.22 -1.62
C 1.38 2.79 5.26
C 1.13 2.53 -4.79
*
```

## Properties
- Highest occupied orbital energy (spin up / spin down): -0.4771 / -0.5020 hartree
- LUMO (spin up / spin down): -0.2297 / -0.2336 hartree
- Gap between HOMO and LUMO (spin up / spin down): 0.247 / 0.268 Ha
- F_max: 7.47 eV/A
- Expectation value of S²: 3.780
- Molar mass: 798.784 g/mol